Below is a 6-piece molecular cluster, C5H18O5 overall, with properties calculated with ωB97M-V with the def2-TZVPD basis set.

Summary:
- F_max (eV/Å) = 2.7
- lowest unoccupied orbital energy (eV) = 0.25
- energy relative to the best compared isomer or geometry (same formula, charge and spin) (kcal/mol) = 7.0
- total charge = 0
- HOMO level (eV) = -8.6378
- Kohn-Sham gap (eV) = 8.886

Each line ends with the natural charge from an NBO analysis.
Positions of all 28 atoms, in Å:
C 1.80969 0.90288 1.91236  -0.403
C 0.93330 0.91090 0.90989  -0.218
C 1.15082 0.67912 -0.52605  -0.243
C 2.15464 0.02015 -1.08716  -0.151
C 2.42933 -0.18886 -2.53545  -0.644
H 1.48294 1.06289 2.93956  0.208
H 2.87923 0.81031 1.76860  0.191
H -0.07524 1.27922 1.07691  0.207
H 0.30291 0.97766 -1.13083  0.208
H 2.91605 -0.36153 -0.42213  0.182
H 2.84738 -1.18707 -2.69733  0.215
H 3.19196 0.53010 -2.82986  0.221
H 1.58365 -0.11194 -3.22333  0.214
O -1.75479 -0.72606 -1.06618  -0.991
H -1.61592 -0.17869 -1.85463  0.498
H -2.38279 -0.30053 -0.46871  0.489
O -0.99480 -1.17919 3.09166  -0.977
H -0.54325 -1.32480 2.24597  0.503
H -1.80531 -1.69772 3.04512  0.467
O -2.72845 1.31236 2.08709  -0.962
H -2.17044 2.03041 2.40951  0.468
H -2.35631 0.52602 2.50878  0.489
O -1.32711 0.96360 -3.32168  -0.963
H -1.38192 0.25846 -3.97081  0.484
H -1.29198 1.80645 -3.78594  0.494
O 0.27757 -2.18634 0.63336  -1.021
H -0.30486 -2.07663 -0.12856  0.530
H 1.09176 -1.74005 0.84214  0.505